Record 1
Below is C14H30CdO3S as an isolated structure in a non-equilibrium geometry, with properties calculated with wB97M-V/def2-TZVPD.

Computed properties:
Molar mass ... 390.87 g mol⁻¹
Gap between HOMO and LUMO ... 3.129 eV
2S+1 ... 1
Net charge ... +2

Geometry (Å):
C1 2.434 3.134 -1.294
C2 2.134 1.705 -0.800
C3 1.264 1.665 0.449
C4 2.150 1.293 1.653
C5 1.987 -0.201 1.844
C6 0.833 -0.738 2.703
C7 -0.233 0.193 3.342
C8 -1.493 -0.714 3.474
C9 -2.493 -0.680 2.257
C10 -2.337 -1.822 1.201
C11 -1.842 -1.218 -0.125
C12 -1.882 -2.245 -1.306
C13 -0.538 -2.309 -2.014
C14 -0.254 -0.903 -2.588
O1 -0.058 -1.003 -4.042
S1 -0.213 0.375 -4.852
O2 0.384 1.509 -4.111
O3 -1.833 0.695 -4.791
H1 3.509 3.258 -1.507
H2 1.840 3.323 -2.269
H3 2.152 3.906 -0.585
H4 3.024 1.106 -0.671
H5 1.532 1.236 -1.590
H6 0.544 0.860 0.331
H7 0.660 2.553 0.622
H8 3.177 1.535 1.391
H9 1.894 1.918 2.496
H10 2.911 -0.572 2.274
H11 1.936 -0.621 0.838
H12 1.313 -1.225 3.544
H13 0.326 -1.532 2.169
H14 -0.536 1.072 2.790
H15 0.111 0.407 4.346
H16 -2.079 -0.346 4.307
H17 -1.154 -1.725 3.649
H18 -2.397 0.225 1.657
H19 -3.489 -0.648 2.677
H20 -1.693 -2.572 1.635
H21 -3.330 -2.193 0.971
H22 -0.812 -0.859 -0.094
H23 -2.460 -0.362 -0.387
H24 -2.581 -1.875 -2.049
H25 -2.183 -3.213 -0.934
H26 -0.624 -2.983 -2.861
H27 0.288 -2.645 -1.403
H28 0.640 -0.454 -2.171
H29 -1.075 -0.231 -2.336
H30 -1.926 1.474 -4.252
Cd1 2.473 2.446 -3.588

Record 2
Below is C20H23LaN3Si as an isolated structure, with properties calculated with wB97M-V/def2-TZVPD.

Computed properties:
Molar mass ... 472.42 g mol⁻¹
Relative energy (zero: lowest compared OMol25 entry of this formula, charge and spin) ... 31.2 kJ/mol
Gap between HOMO and LUMO ... 7.388 eV
2S+1 ... 1
Net charge ... +1

Geometry (Å):
La1 -0.319 0.676 -0.797
C1 2.738 3.596 1.743
C2 3.986 3.368 1.179
C3 4.099 2.455 0.149
C4 2.971 1.768 -0.316
N1 1.764 2.008 0.244
C5 1.664 2.892 1.236
C6 3.029 0.771 -1.412
C7 4.252 0.422 -1.999
C8 4.311 -0.500 -3.027
C9 3.154 -1.111 -3.477
C10 1.934 -0.792 -2.893
C11 1.837 0.158 -1.874
H1 2.602 4.300 2.547
H2 4.857 3.895 1.540
H3 5.068 2.288 -0.290
H4 0.669 3.038 1.647
H5 5.178 0.862 -1.663
H6 5.264 -0.746 -3.471
H7 3.192 -1.834 -4.279
H8 1.040 -1.302 -3.252
C12 1.494 -2.550 0.818
C13 0.001 -2.638 0.712
C14 -0.712 -3.721 1.197
C15 -2.100 -3.728 1.060
C16 -2.740 -2.660 0.482
C17 -1.978 -1.565 0.039
N2 -0.622 -1.591 0.155
N3 -2.474 -0.427 -0.492
Si1 -3.752 0.457 0.296
C18 -5.577 0.083 -0.100
C19 -3.346 0.334 2.168
C20 -3.265 2.268 -0.183
H9 1.780 -2.467 1.864
H10 1.866 -1.675 0.277
H11 1.965 -3.446 0.422
H12 -0.206 -4.554 1.658
H13 -2.669 -4.568 1.431
H14 -3.807 -2.639 0.340
H15 -5.870 -0.907 0.239
H16 -5.789 0.142 -1.164
H17 -6.216 0.801 0.406
H18 -3.577 -0.655 2.550
H19 -3.890 1.055 2.767
H20 -2.276 0.500 2.325
H21 -3.069 2.376 -1.257
H22 -2.390 2.603 0.398
H23 -4.068 2.957 0.057

Record 3
Below is an isolated molecule of C17H23N3O2S in a non-equilibrium geometry, with properties calculated with wB97M-V/def2-TZVPD.

Computed properties:
Molar mass ... 333.46 g mol⁻¹
Relative energy (zero: lowest compared OMol25 entry of this formula, charge and spin) ... 268.9 kJ/mol
Gap between HOMO and LUMO ... 9.075 eV
2S+1 ... 1
Net charge ... 0

Geometry (Å):
C1 2.318 -0.613 1.108
H1 2.765 -1.331 0.426
H2 1.696 -1.141 1.827
H3 3.107 -0.091 1.642
C2 1.479 0.389 0.321
N1 0.429 -0.274 -0.405
C3 -0.783 -0.668 0.080
N2 -1.475 -1.286 -0.840
N3 -0.724 -1.319 -1.947
C4 0.409 -0.728 -1.696
C5 1.506 -0.538 -2.680
O1 2.712 -1.003 -2.112
C6 3.848 -0.967 -2.870
C7 3.917 -0.504 -4.178
C8 5.132 -0.513 -4.845
C9 6.277 -0.974 -4.225
C10 6.207 -1.435 -2.919
C11 5.005 -1.432 -2.244
H4 4.934 -1.789 -1.228
H5 7.095 -1.799 -2.424
H6 7.218 -0.977 -4.753
H7 5.175 -0.153 -5.862
H8 3.039 -0.140 -4.688
H9 1.239 -1.103 -3.581
H10 1.592 0.530 -2.940
S1 -1.281 -0.380 1.718
C12 -3.082 -0.627 1.513
C13 -3.711 0.752 1.481
O2 -3.723 1.395 0.464
C14 -4.294 1.274 2.793
C15 -4.670 2.746 2.615
H11 -5.369 2.860 1.791
H12 -5.129 3.131 3.523
H13 -3.786 3.337 2.391
C16 -3.283 1.136 3.935
H14 -3.030 0.098 4.134
H15 -3.706 1.560 4.844
H16 -2.367 1.673 3.700
C17 -5.559 0.459 3.099
H17 -6.043 0.862 3.986
H18 -6.258 0.518 2.268
H19 -5.329 -0.587 3.283
H20 -3.193 -1.131 0.553
H21 -3.420 -1.251 2.335
H22 2.104 0.923 -0.396
H23 1.012 1.108 1.002